#1
Here is 9 unconnected molecules or ions with the total composition C36H99N9O9 from the Open Molecules 2025 dataset. Energies are from wB97M-V/def2-TZVPD.

Calculated values
Frontier orbital gap = 8.8 eV
HOMO energy = -8.4782 eV
Charge = 0
Multiplicity = 1

```
153
C36H99N9O9 (wB97M-V/def2-TZVPD)
C -4.74605 -17.50931 -11.18487
C -4.44136 -18.04166 -12.58962
C -3.09144 -17.46042 -13.03316
O -3.04604 -16.04593 -13.03310
C -3.77515 -15.44948 -14.06670
N -4.30207 -19.49001 -12.41537
H -5.59381 -18.04730 -10.76327
H -4.95903 -16.44450 -11.28575
H -3.89265 -17.66457 -10.52148
H -5.24310 -17.73510 -13.25437
H -2.78543 -17.79788 -14.03628
H -2.30446 -17.82878 -12.37178
H -4.78471 -15.85557 -14.21838
H -3.31449 -15.55737 -15.05795
H -3.83398 -14.40323 -13.77892
H -3.58402 -19.67678 -11.72191
H -3.98593 -19.97993 -13.24922
C -6.19477 -10.81931 -16.24513
C -5.93559 -10.09827 -14.93930
C -7.20847 -9.80654 -14.14909
O -7.83310 -11.00525 -13.77866
C -9.11182 -10.82277 -13.24442
N -4.93441 -10.85439 -14.16591
H -6.46286 -11.84761 -15.98053
H -5.25514 -10.85917 -16.79797
H -6.97830 -10.41394 -16.88370
H -5.49203 -9.11203 -15.11453
H -7.80875 -9.15360 -14.81133
H -7.05167 -9.12672 -13.29667
H -9.88463 -10.60467 -13.99438
H -9.18334 -10.04314 -12.47403
H -9.42872 -11.74522 -12.75159
H -5.01589 -10.57355 -13.18241
H -5.32119 -11.79809 -14.03216
C -7.86770 -7.31810 -18.23028
C -9.01921 -7.82234 -19.10293
C -10.07523 -8.56117 -18.28692
O -9.44319 -9.64171 -17.63484
C -10.41485 -10.49403 -17.04904
N -9.62775 -6.66234 -19.76878
H -7.07520 -6.99683 -18.91264
H -7.53910 -8.05517 -17.50254
H -8.12072 -6.39422 -17.70047
H -8.54195 -8.51962 -19.80616
H -10.87053 -8.89209 -18.96613
H -10.41918 -7.82916 -17.54556
H -9.90910 -11.15097 -16.33553
H -10.92762 -11.02956 -17.85034
H -11.07230 -9.95232 -16.35281
H -8.90513 -6.22346 -20.33637
H -10.28941 -7.01269 -20.46325
C -10.64176 -19.09906 -9.96747
C -11.44028 -20.35928 -10.23381
C -12.89162 -20.19371 -9.78813
O -13.03913 -19.98077 -8.40481
C -14.35177 -19.66587 -8.02121
N -11.39090 -20.61399 -11.68687
H -11.17497 -18.21507 -10.33532
H -9.63598 -19.09527 -10.38804
H -10.48730 -18.93434 -8.89598
H -11.04823 -21.22907 -9.69878
H -13.53874 -20.98442 -10.20186
H -13.25990 -19.27228 -10.28309
H -14.29194 -19.32322 -6.98806
H -15.00269 -20.53858 -8.12257
H -14.76671 -18.80598 -8.56670
H -12.07714 -19.96662 -12.10889
H -11.82218 -21.50821 -11.92980
C -7.44174 -20.08981 -15.26145
C -8.79937 -20.37950 -14.62270
C -9.14014 -21.85577 -14.70275
O -9.46199 -22.20005 -16.02411
C -9.84811 -23.53989 -16.17579
N -8.81926 -19.83825 -13.23314
H -6.58612 -20.60908 -14.83616
H -7.29175 -19.00864 -15.19486
H -7.48717 -20.36443 -16.31973
H -9.57860 -19.86026 -15.20262
H -9.97294 -22.05267 -14.00565
H -8.29223 -22.45429 -14.33468
H -10.86228 -23.69402 -15.76282
H -9.20893 -24.22067 -15.59849
H -9.90979 -23.80875 -17.22684
H -9.75891 -20.06088 -12.86994
H -8.94695 -18.84904 -13.47223
C -8.36963 -12.24338 -23.83807
C -9.47244 -11.79493 -22.89474
C -8.87933 -11.22413 -21.61784
O -8.05378 -12.17312 -20.96462
C -8.22973 -12.05685 -19.56580
N -10.21093 -10.71119 -23.56581
H -7.77067 -11.40397 -24.18140
H -8.82289 -12.76600 -24.68356
H -7.70907 -12.96032 -23.34885
H -10.19330 -12.57091 -22.61376
H -9.64863 -10.70552 -21.02949
H -8.22900 -10.37402 -21.88513
H -9.20511 -12.34483 -19.16642
H -7.83234 -11.12329 -19.16807
H -7.57110 -12.82595 -19.14307
H -11.01352 -10.44694 -22.99153
H -10.67397 -11.03798 -24.41063
C -7.68445 -16.15176 -12.40757
C -8.77397 -15.73556 -13.38786
C -8.15419 -15.41123 -14.73466
O -9.21554 -15.08877 -15.62733
C -8.90688 -14.04915 -16.55859
N -9.80601 -16.80075 -13.56159
H -8.11047 -16.33035 -11.41637
H -6.88219 -15.41567 -12.31611
H -7.23979 -17.11677 -12.65911
H -9.27898 -14.85295 -12.97069
H -7.64489 -16.28360 -15.15648
H -7.49331 -14.54215 -14.67061
H -8.08720 -14.45246 -17.16386
H -8.65985 -13.17362 -15.95285
H -9.71871 -13.95975 -17.27959
H -10.62390 -16.57374 -12.98797
H -10.10016 -16.56589 -14.51382
C -14.93028 -16.87870 -13.57592
C -13.45848 -16.89607 -13.22120
C -13.23518 -16.12141 -11.92359
O -11.87136 -15.82262 -11.80406
C -11.56708 -14.81156 -10.87388
N -13.01317 -18.27778 -13.10424
H -15.37236 -15.88951 -13.67695
H -15.47933 -17.50245 -12.86829
H -15.08341 -17.37734 -14.53905
H -12.85900 -16.29863 -13.92060
H -13.65256 -16.70955 -11.09749
H -13.78806 -15.17872 -11.98168
H -11.77305 -13.85253 -11.35728
H -10.49221 -14.84252 -10.69161
H -12.05174 -14.91956 -9.90347
H -12.11903 -18.33022 -12.64104
H -13.00451 -18.68379 -14.03039
C -8.54329 -17.29999 -19.23590
C -7.70435 -16.09559 -19.60527
C -6.54370 -15.96967 -18.63807
O -5.97540 -14.69856 -18.67109
C -4.77769 -14.60622 -17.93041
N -7.21700 -16.21436 -21.00641
H -9.43260 -17.41665 -19.86169
H -8.94579 -17.21540 -18.22223
H -7.97281 -18.22603 -19.32135
H -8.27171 -15.16032 -19.48936
H -5.81631 -16.77812 -18.79232
H -6.94145 -16.19004 -17.63329
H -4.52152 -13.57741 -17.67518
H -3.97281 -14.96242 -18.58019
H -4.88456 -15.15119 -16.98768
H -6.94994 -15.25297 -21.24258
H -8.06510 -16.33253 -21.56510
```

#2
Here is 9 unconnected molecules or ions with the total composition C36H99N9O9 from the Open Molecules 2025 dataset. Energies are from wB97M-V/def2-TZVPD.

Calculated values
Frontier orbital gap = 9.4 eV
HOMO energy = -8.9601 eV
Charge = 0
Multiplicity = 1

```
153
C36H99N9O9 (wB97M-V/def2-TZVPD)
C -4.13427 7.35414 -6.59425
C -4.95651 7.16748 -5.31780
C -6.18393 8.05111 -5.32425
O -5.77827 9.40345 -4.97885
C -6.57053 10.48124 -5.42070
N -5.35094 5.78896 -5.37460
H -3.80269 8.38907 -6.67842
H -4.75745 7.27119 -7.48469
H -3.26478 6.70647 -6.70655
H -4.36734 7.31903 -4.41337
H -6.75645 7.71825 -4.45850
H -6.71162 7.86522 -6.25970
H -7.53403 10.58101 -4.92088
H -6.73778 10.47450 -6.49777
H -6.05277 11.42887 -5.27226
H -6.04297 5.63991 -4.65419
H -5.85712 5.53826 -6.21188
C 0.07994 -1.67453 -7.76177
C 1.34436 -2.21593 -8.43847
C 1.46595 -2.07517 -9.99426
O 0.50225 -2.80311 -10.76812
C 0.45065 -2.32566 -12.12470
N 2.38253 -1.51089 -7.74344
H -0.74023 -2.33721 -8.03797
H -0.17555 -0.69197 -8.15851
H 0.10373 -1.70071 -6.67235
H 1.38605 -3.26337 -8.13979
H 2.47260 -2.27007 -10.36409
H 1.29456 -1.01317 -10.16999
H 0.48218 -1.25030 -12.29983
H -0.53411 -2.61322 -12.49301
H 1.28513 -2.86163 -12.57689
H 2.31170 -0.51957 -7.92333
H 3.27183 -1.79231 -8.13077
C 7.53168 0.36314 -3.71115
C 8.88053 0.45349 -2.86588
C 9.70043 -0.80174 -2.91608
O 10.59745 -0.90067 -1.79244
C 11.22476 -2.23246 -1.69782
N 9.67525 1.55632 -3.35940
H 6.87536 1.22247 -3.57361
H 6.95681 -0.54231 -3.51677
H 7.76268 0.46229 -4.77177
H 8.69208 0.67311 -1.81499
H 10.13038 -0.95934 -3.90522
H 8.99037 -1.62674 -2.85879
H 10.60689 -2.97527 -1.19328
H 12.18154 -2.20357 -1.17644
H 11.46529 -2.62780 -2.68471
H 10.49525 1.44340 -2.78066
H 9.19500 2.40844 -3.10769
C -3.93906 -10.61765 -3.74536
C -3.01425 -9.47599 -4.12822
C -2.24479 -9.01066 -2.91097
O -1.24257 -8.08467 -3.19285
C -0.52280 -7.60016 -2.07302
N -2.12083 -10.13831 -5.05016
H -4.27613 -11.07991 -4.67314
H -4.76077 -10.39614 -3.06430
H -3.30939 -11.41734 -3.35536
H -3.52351 -8.67590 -4.66544
H -1.81839 -9.88101 -2.41221
H -2.91725 -8.66932 -2.12397
H -0.24731 -6.55801 -2.23460
H 0.39992 -8.17431 -1.98896
H -1.09162 -7.59838 -1.14321
H -1.81767 -10.99824 -4.61574
H -1.36803 -9.47852 -5.18459
C -9.90886 3.73532 3.90230
C -10.49269 2.65777 2.95014
C -9.43724 2.20551 1.89900
O -9.01612 3.20681 0.96419
C -8.25258 2.60746 -0.05265
N -10.89634 1.59302 3.86340
H -9.40681 3.28134 4.75667
H -10.65056 4.39097 4.35845
H -9.24206 4.47352 3.45672
H -11.42281 3.02933 2.52012
H -9.71487 1.28945 1.37760
H -8.60277 1.91623 2.53780
H -8.80159 1.81224 -0.55694
H -7.29079 2.21647 0.27927
H -7.92437 3.27968 -0.84543
H -11.81096 1.69169 4.28034
H -10.94788 0.75247 3.30580
C 4.89559 1.39221 8.00314
C 5.97657 0.45664 7.43668
C 6.81874 -0.24259 8.50977
O 7.58958 0.73906 9.21153
C 8.57634 0.14819 9.97288
N 5.28529 -0.54848 6.67202
H 4.31193 1.71627 7.14150
H 5.34549 2.30425 8.39541
H 4.25797 0.93985 8.76269
H 6.59710 1.04470 6.76050
H 7.45111 -1.01702 8.07565
H 6.09264 -0.68443 9.19216
H 8.12433 -0.62561 10.59337
H 9.16006 0.87511 10.53764
H 9.28039 -0.36529 9.31809
H 4.77420 -0.07590 5.94020
H 5.96912 -1.14092 6.22315
C -1.17729 -4.91347 4.64893
C 0.29905 -4.75492 5.15422
C 1.25930 -5.54623 4.27269
O 0.95964 -6.91897 4.42179
C 1.95460 -7.89057 4.08724
N 0.57472 -3.29766 5.16859
H -1.21169 -4.44771 3.66405
H -1.93035 -4.47202 5.30172
H -1.48661 -5.94856 4.50400
H 0.27714 -5.15626 6.16741
H 2.30388 -5.30343 4.46765
H 1.08247 -5.21833 3.24833
H 2.59013 -8.17598 4.92553
H 2.49275 -7.70852 3.15699
H 1.42631 -8.81412 3.85048
H 0.03328 -2.93416 5.93982
H 1.56490 -3.24135 5.35953
C 0.09121 5.66471 4.41898
C -1.03779 5.05253 5.24527
C -1.45238 5.95223 6.41113
O -0.43896 6.31576 7.35961
C -0.16245 5.38247 8.32503
N -2.15935 4.89863 4.28903
H 0.38389 5.01188 3.59662
H 0.91593 5.81219 5.11624
H -0.18790 6.64071 4.02198
H -0.72217 4.10239 5.67623
H -2.37702 5.64456 6.89947
H -1.69307 6.90308 5.93568
H 0.42574 4.54190 7.95680
H -1.05167 5.06196 8.86784
H 0.52778 5.79215 9.06250
H -2.91129 4.30005 4.59950
H -1.88386 4.62436 3.35683
C 2.28006 -0.57290 0.27611
C 1.41739 0.67030 0.60284
C -0.01552 0.49407 0.10607
O -0.75667 1.69853 0.23892
C -1.13442 2.38332 -0.98561
N 1.40047 0.93838 2.02714
H 2.49016 -0.80230 -0.76856
H 1.86952 -1.46192 0.75486
H 3.30513 -0.40891 0.60842
H 1.89948 1.53835 0.15321
H -0.57944 -0.18682 0.74362
H 0.05986 0.10275 -0.90846
H -1.98066 1.97058 -1.53482
H -0.27653 2.39983 -1.65782
H -1.28297 3.44779 -0.80415
H 0.57602 1.52180 2.02704
H 1.09069 0.13500 2.55510
```

Stability ranking, top and bottom: #1 is the most stable and #2 is the least stable.

#1
Here is a molecular structure, C17H16Cl2N2O3S from the Open Molecules 2025 dataset. Energies are from wB97M-V/def2-TZVPD.

Calculated values
Frontier orbital gap = 7.7 eV
HOMO energy = -8.2986 eV
Charge = 0
Multiplicity = 1

```
41
C17H16Cl2N2O3S (wB97M-V/def2-TZVPD)
C -1.47283 6.28393 -1.28007
C -0.90063 4.97001 -0.74435
C -1.65116 3.95292 -0.26006
C -1.14384 2.91846 0.36048
C 0.05865 2.76924 0.38054
C 1.07988 3.82145 -0.17690
C 0.59711 5.01271 -0.61782
N 1.31177 5.89292 -1.45038
O 2.41451 5.50942 -1.82394
O 1.02749 6.99813 -1.40491
H 2.25361 3.66727 -0.47006
C 0.90229 1.66602 0.74623
O 1.83793 1.63728 1.54919
N 0.32749 0.38493 0.67562
H -0.78289 0.43923 0.27271
C 0.74333 -0.73349 1.47202
C -0.32956 -1.13443 2.72388
H 0.00962 -2.01459 3.11668
H -0.28369 -0.42644 3.17199
S -1.91567 -1.19793 2.02619
C -2.28235 -2.96267 1.61549
C -1.17253 -3.31266 0.47073
C -1.56046 -2.94044 -0.85101
C -0.71243 -3.19373 -1.84755
C 0.07191 -4.08970 -1.97738
C 0.53385 -4.66172 -0.48317
C -0.33184 -4.23065 0.79053
Cl 0.25233 -4.94209 2.01498
H 1.48326 -5.13565 -0.26829
Cl 1.22847 -4.51535 -3.00511
H -1.13807 -2.88559 -2.97149
H -2.64100 -2.24860 -0.92567
H -1.90954 -3.58965 2.54117
H -3.33834 -3.10690 1.54089
H 1.63074 -0.61687 1.83194
H 0.76612 -1.69033 0.50990
H -1.89723 2.21381 0.72618
H -2.48262 4.25359 -0.03210
H -1.29831 7.21172 -0.72765
H -2.47093 6.28931 -1.45573
H -1.06537 6.50060 -2.16713
```

#2
Here is C17H16Cl2N2O3S in the gas phase from the Open Molecules 2025 dataset. Energies are from wB97M-V/def2-TZVPD.

Calculated values
Frontier orbital gap = 8.5 eV
HOMO energy = -9.0268 eV
Charge = 0
Multiplicity = 1

```
41
C17H16Cl2N2O3S (wB97M-V/def2-TZVPD)
C 1.13016 -0.11846 0.26642
C 1.83634 0.45820 -0.91719
C 1.65071 -0.11325 -2.18020
C 2.35515 0.33481 -3.28706
C 3.25344 1.38445 -3.17042
C 3.43312 1.98674 -1.94355
C 2.72697 1.53375 -0.83098
N 2.96100 2.23349 0.40567
O 4.01803 2.81709 0.52303
O 2.09221 2.22088 1.25414
H 4.11505 2.81429 -1.81863
H 3.80257 1.73103 -4.03127
H 2.19652 -0.14794 -4.23932
C 0.67918 -1.25338 -2.34415
O 1.01751 -2.38992 -2.59217
N -0.60495 -0.85901 -2.20749
H -0.81506 0.09930 -1.97062
C -1.71610 -1.77842 -2.16208
C -2.40512 -1.72085 -0.80448
H -3.22606 -2.43598 -0.75770
H -1.69465 -1.91719 -0.00215
S -3.09224 -0.04013 -0.54542
C -3.52237 -0.13872 1.23349
C -2.31200 -0.04714 2.09920
C -1.62766 1.16368 2.24323
C -0.48823 1.27605 3.02289
C -0.00361 0.15965 3.67981
C -0.65209 -1.05588 3.55961
C -1.79014 -1.15028 2.77461
Cl -2.57384 -2.69462 2.66666
H -0.28257 -1.93178 4.06869
H 0.88486 0.23847 4.28536
H 0.02494 2.22083 3.09019
Cl -2.20781 2.56698 1.41968
H -4.18255 0.71226 1.39774
H -4.06674 -1.06753 1.38937
H -1.31236 -2.77851 -2.34061
H -2.43365 -1.53223 -2.95171
H 0.87910 -1.16029 0.08371
H 1.73781 -0.05755 1.16558
H 0.21512 0.43711 0.46811
```

Stability ranking, top and bottom: #2 is the most stable and #1 is the least stable.

#1
Here is C4H3I in the gas phase from the Open Molecules 2025 dataset. Energies are from wB97M-V/def2-TZVPD.

Calculated values
Frontier orbital gap = 9.2 eV
HOMO energy = -8.9872 eV
Charge = 0
Multiplicity = 1

```
8
C4H3I (wB97M-V/def2-TZVPD)
C 1.06667 0.74903 0.39865
C 0.15712 0.92804 -0.56866
C 0.41155 -0.59570 0.37924
C -0.85545 -0.05906 -0.13262
I -2.11869 -1.00441 -1.47755
H 1.99419 1.05680 0.71469
H 0.75634 -1.42590 -0.08120
H -1.41173 0.35119 0.76745
```

#2
Here is a molecular structure, C4H3I from the Open Molecules 2025 dataset. Energies are from wB97M-V/def2-TZVPD.

Calculated values
Frontier orbital gap = 8.4 eV
HOMO energy = -8.0167 eV
Charge = 0
Multiplicity = 1

```
8
C4H3I (wB97M-V/def2-TZVPD)
C 0.18836 -1.31649 0.01845
C -0.13962 1.02747 -0.04574
C 0.08932 -0.27455 0.92878
C -0.26644 0.05471 -0.99572
I -0.12981 3.03616 0.08104
H 0.56548 -2.35652 0.03483
H 0.20550 -0.40237 2.05950
H -0.51280 0.23159 -2.08115
```

Stability ranking, top and bottom: #1 is the most stable and #2 is the least stable.